Below is a gas-phase ion, C5H9N (charge -1), with properties calculated with ωB97M-V/def2-TZVPD.

Properties
Gap between HOMO and LUMO (alpha / beta) = 0.1561 / 0.2633 Eh
Largest force on an atom = 0.0729 hartree/bohr
Calculated total energy = -250.580658 Ha
HOMO (alpha / beta) = 0.0031 / -0.1053 Ha

```
! RIJCOSX wB97M-V def2-TZVPD def2/J DEFGRID3
* xyz -1 2
C 1.444 -0.245 1.362
C 0.338 -0.991 0.644
C -0.484 -0.336 -0.419
C -0.216 -0.577 -1.736
C -1.597 1.765 -0.532
N -1.411 0.565 0.030
H 0.940 0.554 1.908
H 2.065 -0.886 1.994
H 2.207 0.146 0.686
H -0.394 -1.381 1.384
H 0.579 -2.033 0.322
H 0.444 -1.382 -2.025
H -0.665 0.138 -2.423
H -2.372 2.344 -0.043
H -0.880 2.321 -1.152
*
```

Atomic charges from the Löwdin analysis, expressed in e, are listed below: -0.124 -0.289 -0.525 -0.048 -0.241 -0.101 0.065 0.052 0.058 0.094 0.091 -0.002 0.002 -0.027 -0.005